<w>
Below is 2 unconnected molecules or ions with the total composition C3H8FNS, with properties calculated with the ωB97M-V functional and the def2-TZVPD basis.

```
! wB97M-V def2-TZVPD RIJCOSX def2/J DEFGRID3
* xyz 0 1
H 0.98 -1.72 -0.60
F -0.44 3.08 -2.21
H 0.85 0.61 -0.16
H -0.53 -3.26 3.28
S 0.06 -3.23 0.93
H -0.35 1.13 -2.28
H 1.40 1.93 -1.14
C 0.49 -1.81 0.33
H -0.70 -1.73 2.46
H -1.58 1.79 -1.24
N -0.81 -2.76 2.36
H 0.61 2.37 0.29
C -0.55 1.89 -1.52
C 0.58 1.71 -0.49
*
```

## Properties
LUMO energy	-0.1	eV
E_HOMO	-8.9	eV

***

<x>
Below is C3H8FNS in the gas phase, with properties calculated with the ωB97M-V functional and the def2-TZVPD basis.

```
! wB97M-V def2-TZVPD RIJCOSX def2/J DEFGRID3
* xyz 0 1
C 1.14 0.19 -0.25
H -1.68 -1.73 0.75
H 0.54 1.77 -1.57
H -0.84 -1.18 -0.65
H 2.35 0.58 1.83
H 0.51 -0.93 1.57
C -0.06 -0.27 0.95
H -0.38 0.55 1.59
C -1.26 -0.80 0.28
N 0.62 0.75 -1.38
H -0.22 0.33 -1.58
F 1.59 -1.14 -0.55
H -1.99 -0.06 0.11
S 2.50 1.15 0.53
*
```

## Properties
LUMO energy	0.8	eV
structure (SMILES)	CC[C@](N)(F)S
E_HOMO	-9.5	eV

***

Q: Which of them is the least stable? A: <w>.

***

<w>
Below is CH2N2O3Si in the gas phase, with properties calculated with the ωB97M-V functional and the def2-TZVPD basis.

```
! wB97M-V def2-TZVPD RIJCOSX def2/J DEFGRID3
* xyz 0 1
O 0.26 -0.20 -1.88
O -1.65 -0.74 1.06
H -0.04 -1.10 -2.02
Si 0.33 0.44 -0.24
C 1.46 -0.66 0.75
H 0.64 1.83 -0.42
O -1.90 1.39 0.77
N -1.29 0.35 0.65
N 2.20 -1.31 1.33
*
```

## Properties
LUMO energy	-1.0	eV
structure (SMILES)	N#C[Si@@H](O)[N+](=O)[O-]
E_HOMO	-11.6	eV

***

<x>
Below is 2 unconnected molecules or ions with the total composition CH2N2O3Si, with properties calculated with the ωB97M-V functional and the def2-TZVPD basis.

```
! wB97M-V def2-TZVPD RIJCOSX def2/J DEFGRID3
* xyz 0 1
Si 1.45 -0.85 0.46
H -1.42 -0.19 -1.66
N -1.45 0.15 0.18
C 1.42 1.02 -0.17
O 0.97 -1.97 -0.44
O -2.11 -0.24 -0.93
N 1.53 2.16 -0.26
O -2.20 0.48 1.04
H 1.80 -0.55 1.79
*
```

## Properties
LUMO energy	-1.3	eV
structure (SMILES)	N#C[SiH]=O.O=NO
E_HOMO	-11.0	eV

***

Q: Which of them is the least stable? A: <x>.

***

<w>
Below is 2 unconnected molecules or ions with the total composition CH2N2O3Si, with properties calculated with the ωB97M-V functional and the def2-TZVPD basis.

```
! wB97M-V def2-TZVPD RIJCOSX def2/J DEFGRID3
* xyz 0 1
H -3.95 -0.04 0.88
N 2.56 1.98 -0.11
O -1.35 0.71 -0.26
C 2.37 0.86 -0.18
N -2.32 0.84 0.40
H 0.95 -1.16 -1.19
O 2.89 -1.98 0.48
O -3.21 -0.22 0.28
Si 2.06 -0.99 -0.29
*
```

## Properties
LUMO energy	-1.1	eV
structure (SMILES)	N#C[SiH]=O.O=NO
E_HOMO	-11.1	eV

***

<x>
Below is 2 unconnected molecules or ions with the total composition CH2N2O3Si, with properties calculated with the ωB97M-V functional and the def2-TZVPD basis.

```
! wB97M-V def2-TZVPD RIJCOSX def2/J DEFGRID3
* xyz 0 1
N 1.24 2.79 -0.36
O -1.91 -0.69 -1.00
N 0.97 -1.05 -0.09
H -2.64 -0.84 -0.47
Si -0.15 0.31 0.58
H -0.79 0.36 2.04
O 1.62 -0.65 -1.02
O 1.09 -2.14 0.42
C 0.57 1.90 -0.09
*
```

## Properties
LUMO energy (alpha / beta)	-2.4 / -2.4	eV
E_HOMO (alpha / beta)	-10.8 / -10.8	eV

***

Q: Which of them is the least stable? A: <x>.

***

<w>
Below is 2 unconnected molecules or ions with the total composition CH2N2O3Si, with properties calculated with the ωB97M-V functional and the def2-TZVPD basis.

```
! wB97M-V def2-TZVPD RIJCOSX def2/J DEFGRID3
* xyz 0 1
Si 0.59 -0.12 -0.16
C 3.40 3.71 -0.50
O 0.38 1.08 0.78
O 2.49 1.72 -1.60
H 1.37 -1.36 -0.22
O -0.40 -0.37 -1.45
N 3.22 2.63 -1.17
H -0.97 0.31 -1.62
N 3.84 4.65 0.04
*
```

## Properties
LUMO energy (alpha / beta)	-2.7 / -2.6	eV
structure (SMILES)	O=[SiH]O.N#CN=O
E_HOMO (alpha / beta)	-10.5 / -10.5	eV

***

<x>
Below is CH2N2O3Si in the gas phase, with properties calculated with the ωB97M-V functional and the def2-TZVPD basis.

```
! wB97M-V def2-TZVPD RIJCOSX def2/J DEFGRID3
* xyz 0 1
C -0.88 1.24 0.97
H 2.41 0.25 0.53
O 1.73 0.44 -0.23
Si 0.19 0.46 -0.32
O -1.62 -1.62 -0.85
N -1.40 1.76 1.85
N -0.52 -1.44 -0.31
O 0.17 -2.35 -0.03
H -0.10 1.26 -1.60
*
```

## Properties
LUMO energy	-0.3	eV
structure (SMILES)	N#C[Si@@H](O)[N+](=O)[O-]
E_HOMO	-11.0	eV

***

<y>
Below is 2 unconnected molecules or ions with the total composition CH2N2O3Si, with properties calculated with the ωB97M-V functional and the def2-TZVPD basis.

```
! wB97M-V def2-TZVPD RIJCOSX def2/J DEFGRID3
* xyz 0 1
N -2.66 2.03 0.28
C -1.69 1.49 0.02
O 0.15 -1.84 0.96
H 0.87 0.59 -1.79
H 2.02 -0.02 1.36
N -0.18 -1.29 -0.09
O -0.97 -1.75 -0.89
O 1.86 0.47 0.55
Si 0.60 0.32 -0.41
*
```

## Properties
LUMO energy	-1.7	eV
E_HOMO	-11.5	eV

***

Q: Which of them is the least stable? A: <w>.

***

<w>
Below is 2 unconnected molecules or ions with the total composition C5H10NO3, with properties calculated with the ωB97M-V functional and the def2-TZVPD basis.

```
! wB97M-V def2-TZVPD RIJCOSX def2/J DEFGRID3
* xyz -1 1
H 0.57 -2.46 -0.43
H -0.73 -1.81 0.66
H 1.95 -0.50 -0.10
C -1.68 0.94 0.95
O -0.33 -1.55 -2.65
C -0.83 -1.72 -1.53
C 0.89 -0.38 -0.01
H -2.51 1.51 0.51
H 0.80 2.36 -1.14
N -0.49 1.31 0.89
H 1.73 2.22 -0.10
H 1.35 1.06 1.69
C -0.07 -1.58 -0.19
H 0.44 -0.34 2.17
C 0.58 0.35 1.29
O -2.04 -2.11 -1.33
H 0.62 0.19 -0.92
H -1.99 -0.06 1.24
O 1.73 2.58 -1.00
*
```

## Properties
LUMO energy	3.5	eV
E_HOMO	-3.9	eV

***

<x>
Below is 2 unconnected molecules or ions with the total composition C5H10NO3, with properties calculated with the ωB97M-V functional and the def2-TZVPD basis.

```
! wB97M-V def2-TZVPD RIJCOSX def2/J DEFGRID3
* xyz -1 1
C 1.97 -0.60 1.56
O 0.83 -0.70 2.08
C -2.39 1.05 -2.34
H 2.94 -1.25 3.43
C -1.18 1.54 -0.26
C -1.25 -0.76 -1.18
H 4.09 -0.75 2.16
H -1.67 -1.32 -2.03
H -1.54 2.56 -0.48
N -1.63 0.63 -1.29
C 3.13 -1.26 2.35
H 3.23 -2.31 2.02
O -2.81 0.35 -3.25
O 2.29 -0.06 0.46
H -1.56 1.23 0.72
H -0.08 1.56 -0.22
H -1.64 -1.20 -0.25
H -0.15 -0.87 -1.19
H -2.60 2.15 -2.28
*
```

## Properties
LUMO energy	3.5	eV
E_HOMO	-4.3	eV

***

Q: Which of them is the least stable? A: <w>.

***

<w>
Below is a molecular structure, C7H8O2, with properties calculated with the ωB97M-V functional and the def2-TZVPD basis.

```
! wB97M-V def2-TZVPD RIJCOSX def2/J DEFGRID3
* xyz 0 1
H -2.81 -0.78 0.05
H 0.96 -2.28 1.42
H 0.68 3.05 -0.48
C -0.48 1.72 -0.26
C 1.66 -1.37 -0.05
H -2.78 2.18 -0.13
H 1.60 0.96 -0.28
O -0.33 3.16 -0.36
H 2.45 -1.01 -0.27
C -1.94 -0.14 -0.04
H -1.02 -2.05 0.24
C -0.79 -1.00 0.04
O 1.85 -1.94 1.22
C 0.64 0.94 -0.17
C 0.48 -0.48 -0.07
C -1.74 1.24 -0.16
H 1.58 -2.19 -0.72
*
```

## Properties
LUMO energy	0.7	eV
E_HOMO	-9.2	eV

***

<x>
Below is C7H8O2 in the gas phase, with properties calculated with the ωB97M-V functional and the def2-TZVPD basis.

```
! wB97M-V def2-TZVPD RIJCOSX def2/J DEFGRID3
* xyz 0 1
O -1.12 -0.20 -1.91
H 1.59 1.02 2.29
C -0.91 0.25 0.30
C 0.94 0.21 1.73
H 1.69 -0.45 -1.33
C -0.27 0.16 -0.92
C 1.18 0.48 -1.13
H 1.53 1.19 -0.41
H 1.47 0.95 -2.09
H 1.01 -1.66 1.00
H -2.96 0.06 0.87
C -2.27 0.00 0.04
H 2.48 -1.16 1.95
O -0.32 0.66 1.47
C -2.39 -0.18 -1.33
H -3.18 -0.36 -2.11
C 1.53 -0.96 1.58
*
```

## Properties
LUMO energy	1.0	eV
structure (SMILES)	C=COc1ccoc1C
E_HOMO	-8.1	eV

***

<y>
Below is C7H8O2 in the gas phase, with properties calculated with the ωB97M-V functional and the def2-TZVPD basis.

```
! wB97M-V def2-TZVPD RIJCOSX def2/J DEFGRID3
* xyz 0 1
H 0.96 1.89 0.26
C 1.95 -0.58 0.06
C -0.57 -0.93 -0.75
H 1.13 -0.28 -1.67
O -0.98 0.07 1.29
C -1.44 -0.96 0.54
C 0.73 -0.14 -0.69
C -1.17 1.07 0.13
C -1.79 0.00 -0.58
H -0.57 -1.80 -1.43
H -2.79 0.00 -1.21
C 0.27 1.31 -0.39
H -1.71 1.88 0.50
H -2.01 -1.81 0.95
H 2.08 -1.70 0.37
H 0.11 1.77 -1.34
O 2.84 0.10 0.42
*
```

## Properties
LUMO energy	0.9	eV
structure (SMILES)	O=C[C@@H]1C[C@@H]2O[C@H]3[C@@H]2[C@H]31
E_HOMO	-8.9	eV

***

Q: Which of them is the least stable? A: <w>.

***

<w>
Below is a gas-phase ion, C3H9N4S (charge +1), with properties calculated with the ωB97M-V functional and the def2-TZVPD basis.

```
! wB97M-V def2-TZVPD RIJCOSX def2/J DEFGRID3
* xyz 1 1
N 1.34 0.08 1.34
C -0.02 1.53 -0.25
N -2.48 -1.44 0.14
H 0.61 0.24 2.02
C -1.52 -0.55 0.00
H -0.03 -1.73 -0.03
C 0.82 0.13 0.04
H -3.40 -1.06 0.23
N 1.93 0.23 -0.94
H 1.61 0.24 -1.90
H 2.82 -0.16 -0.83
H 2.28 0.39 1.40
N -0.23 -0.81 -0.24
S -1.72 1.13 0.29
H -2.40 -2.30 -0.27
H 0.06 1.72 -1.32
H 0.35 2.37 0.33
*
```

## Properties
LUMO energy	-3.6	eV
E_HOMO	-13.5	eV

***

<x>
Below is a gas-phase ion, C3H9N4S (charge +1), with properties calculated with the ωB97M-V functional and the def2-TZVPD basis.

```
! wB97M-V def2-TZVPD RIJCOSX def2/J DEFGRID3
* xyz 1 1
H 1.17 -0.10 -2.63
H 3.07 -1.50 0.23
C -0.35 1.39 0.79
H -0.25 1.75 1.78
C -1.50 -0.63 0.19
H -1.64 -1.63 0.49
H -1.29 1.85 0.39
N 1.47 1.51 -0.70
H -1.53 -0.84 -0.91
H -2.28 -0.02 0.53
H 0.36 -0.47 1.21
H 2.20 -1.30 -1.98
S 2.80 -0.24 0.63
C 1.55 0.12 -0.70
N 1.44 -0.59 -1.84
N 0.62 2.06 0.00
N -0.29 -0.03 0.58
*
```

## Properties
LUMO energy	-4.5	eV
E_HOMO	-14.2	eV

***

Q: Which of them is the least stable? A: <x>.

***

<w>
Below is C3H6NOP in the gas phase, with properties calculated with the ωB97M-V functional and the def2-TZVPD basis.

```
! wB97M-V def2-TZVPD RIJCOSX def2/J DEFGRID3
* xyz 0 1
C -0.26 0.96 -0.27
H -0.26 -2.07 -0.35
P -1.50 2.17 -0.45
C 1.32 -0.59 -0.32
O -0.85 -0.35 0.51
H 2.06 -0.45 0.39
N 0.91 0.75 -0.67
H -2.28 1.17 -0.29
H 1.68 -1.13 -1.12
C 0.12 -1.28 0.35
H 0.49 -1.65 1.33
H -1.44 2.48 0.89
*
```

## Properties
LUMO energy	1.0	eV
structure (SMILES)	PC1=NCCO1
E_HOMO	-9.6	eV

***

<x>
Below is C3H6NOP in the gas phase, with properties calculated with the ωB97M-V functional and the def2-TZVPD basis.

```
! wB97M-V def2-TZVPD RIJCOSX def2/J DEFGRID3
* xyz 0 1
C -0.70 1.21 0.96
C -0.08 -0.72 -1.19
C 0.71 -0.33 0.16
N -1.40 1.54 0.06
H 1.18 -1.27 0.64
H 1.53 0.39 -0.04
H -0.95 0.01 -1.29
H 0.63 -0.72 -1.98
P -0.21 -0.18 1.82
H -1.09 1.83 -0.87
O 0.81 -0.05 2.85
H -0.42 -1.72 -1.14
*
```

## Properties
LUMO energy	-0.5	eV
E_HOMO	-8.7	eV

***

Q: Which of them is the least stable? A: <x>.